Entry 1:
ORCA calculation (wB97M-V/def2-TZVPD) on 2 unconnected molecules or ions with the total composition C3H10Si at a distorted geometry.

Calculated values
M ... 74.20 g mol⁻¹
Total charge ... 0
HOMO ... -7.570 eV
Frontier orbital gap ... 8.387 eV

```
14
C3H10Si | the Open Molecules 2025 dataset | wB97M-V/def2-TZVPD
Si -0.36 0.04 -0.50
C 2.31 -0.41 -0.02
C -1.50 -1.38 0.06
C -0.71 1.71 0.28
H 2.35 -0.10 1.01
H 2.09 -1.38 -0.36
H 0.04 2.51 -0.17
H -0.41 1.81 1.37
H -1.69 2.03 0.14
H -0.98 -1.61 1.03
H 2.83 0.31 -0.57
H -2.65 -1.27 0.29
H 0.03 -0.09 -1.82
H -1.35 -2.17 -0.74
```

Results of the Mulliken charge analysis, in e, for atoms 1 through 8: 0.333, -1.128, -0.804, -0.909, 0.272, 0.377, 0.225, 0.306

Entry 2:
ORCA calculation (wB97M-V/def2-TZVPD) on 12 unconnected molecules or ions with the total composition C21H32B3Cl33F3N3O4 at a distorted geometry.

Calculated values
M ... 1649.88 g mol⁻¹
Total charge ... 0
HOMO ... -9.063 eV
Frontier orbital gap ... 9.265 eV

```
99
C21H32B3Cl33F3N3O4 | the Open Molecules 2025 dataset | wB97M-V/def2-TZVPD
Cl -6.15 -5.32 1.08
Cl 1.67 9.08 1.23
Cl -12.33 -5.38 4.82
Cl -6.21 1.67 1.71
Cl -2.51 -1.79 -5.49
Cl -7.63 -3.82 3.06
Cl -10.32 -7.47 4.70
Cl 6.40 -5.38 -2.79
Cl -9.92 -5.17 6.42
Cl 0.39 -1.83 -5.34
Cl -0.37 3.69 -3.13
Cl -2.49 -3.39 3.93
Cl 6.94 -2.85 -4.11
Cl 4.25 -3.48 -3.23
Cl 6.58 -0.38 3.15
Cl 8.98 0.89 2.10
Cl -1.42 -0.77 4.58
Cl -3.02 3.48 -4.30
Cl -4.28 -1.24 4.70
Cl 7.26 5.87 -3.24
Cl -1.08 1.39 -4.80
Cl 3.36 11.34 0.54
Cl 8.74 -2.01 2.09
Cl -9.03 1.54 2.38
Cl -7.13 -0.32 3.55
Cl 3.43 3.95 -2.37
Cl 4.57 8.83 1.34
Cl 3.36 6.07 -0.38
Cl 7.32 3.60 -5.05
Cl 1.67 6.24 -2.73
Cl 5.84 6.00 -5.77
Cl -9.05 -5.49 1.16
Cl -1.19 -2.29 -2.95
F 2.78 2.33 2.37
F 1.81 0.46 2.91
F 1.18 2.33 3.84
O -5.96 -3.26 -0.50
O -1.13 1.35 -0.58
O -0.82 1.52 1.78
O 0.80 2.42 0.27
N 4.19 -3.79 0.52
N 4.24 -1.45 0.11
N 6.27 -2.78 0.00
C -1.11 -2.51 -4.70
C 3.46 -0.14 -1.89
C -10.61 -5.74 4.90
C -5.30 -2.00 -0.57
C 1.11 0.89 -1.81
C 5.76 -4.13 -3.86
C 2.19 0.05 -1.06
C 4.85 -2.74 0.23
C -3.63 -0.41 0.48
C 1.58 1.78 2.67
C 3.19 9.91 1.55
C -7.39 1.33 2.97
C -1.31 3.11 -4.52
C 8.33 -0.52 2.94
C -2.68 -1.95 4.93
C -2.15 -0.52 0.88
C -4.37 -1.75 0.61
C 4.66 -0.66 -1.06
C 6.37 4.95 -4.44
C 2.42 5.16 -1.55
C -7.65 -4.45 1.41
B 0.47 1.95 1.51
B 0.23 1.60 -0.74
B -1.37 0.82 0.69
H 5.48 4.56 -3.96
H 2.48 0.59 -0.15
H -7.72 -3.61 0.72
H 3.21 -3.54 0.61
H 5.21 0.22 -0.72
H 5.56 -4.59 -4.82
H -10.12 -5.23 4.08
H 1.64 4.63 -1.02
H 3.27 -0.83 -2.72
H 8.78 -0.56 3.93
H -3.62 -2.56 0.66
H 3.18 10.24 2.59
H -7.23 2.01 3.79
H -4.94 -1.75 1.55
H 3.73 0.84 -2.31
H -4.11 0.32 1.14
H 0.45 0.20 -2.35
H -5.62 -3.75 0.25
H 4.36 -0.92 0.96
H 5.33 -1.25 -1.68
H -3.70 -0.02 -0.54
H 6.70 -2.93 0.91
H 1.58 1.57 -2.51
H 6.46 -3.62 -0.53
H -1.11 -3.57 -4.90
H -4.72 -1.96 -1.49
H -2.58 -2.24 5.97
H -2.06 -0.84 1.92
H 1.76 -0.92 -0.79
H -6.07 -1.22 -0.59
H -0.96 3.64 -5.39
H -1.66 -1.29 0.26
```

Results of the Mulliken charge analysis, in e, for atoms 1 through 8: -0.251, -0.104, -0.127, -0.082, -0.108, -0.134, -0.124, -0.126

Entry 3:
ORCA calculation (wB97M-V/def2-TZVPD) on a molecular structure, C31H21F9IrN8O5S4.

Calculated values
M ... 1077.03 g mol⁻¹
Total charge ... 0
HOMO (alpha / beta) ... -8.201 / -8.243 eV
Multiplicity ... 2
Frontier orbital gap (alpha / beta) ... 7.033 / 5.576 eV

```
79
C31H21F9IrN8O5S4 | the Open Molecules 2025 dataset | wB97M-V/def2-TZVPD
Ir -1.10 -0.85 -0.50
S 1.39 1.15 1.57
S 5.83 -1.15 4.37
S 3.17 -0.67 3.19
S 1.20 -0.45 -0.92
F 0.31 -4.44 -3.17
F -1.40 -1.18 -4.90
F 0.76 -2.60 -4.19
F -3.49 -3.40 -2.16
F -0.65 -3.98 -5.06
F -1.73 -4.39 -1.40
F -2.47 -4.88 -3.36
F -3.04 -2.60 -4.85
F -2.94 -0.98 -3.41
O -3.67 -5.47 3.17
O -0.73 -1.95 -2.21
O -3.17 -1.08 -0.55
O -5.10 -4.03 2.25
O -4.87 -1.97 0.61
N -1.14 0.84 -1.55
N -1.48 -4.23 2.02
N -1.34 -2.48 0.75
N -0.33 1.01 -2.64
N 3.90 1.60 2.31
N 1.74 0.40 -3.39
N -1.72 0.51 0.91
N 4.96 1.09 2.98
C -3.29 2.31 0.95
C 0.84 -3.57 1.29
C 7.32 3.77 2.02
C -3.90 -4.51 2.48
C 2.87 0.80 2.32
C 8.24 2.61 3.89
C 0.79 0.36 -2.44
C -2.59 3.03 -3.12
C -2.28 -3.87 -2.50
C -2.34 1.54 0.29
C 6.21 2.94 2.04
C -1.98 0.26 2.20
C -2.84 4.22 -3.78
C -2.14 3.06 -1.80
C -1.37 -2.74 -3.09
C -2.63 5.43 -3.15
C 8.34 3.61 2.95
C 6.13 1.92 3.00
C -0.63 -3.42 1.35
C -2.77 -3.80 1.83
C -2.67 -2.71 1.02
C -3.58 2.02 2.27
C -1.93 4.28 -1.16
C -3.68 -1.87 0.33
C -0.23 -3.46 -3.90
C 4.79 -0.17 3.54
C -1.89 1.79 -1.10
C -2.21 -1.87 -4.08
C -2.17 5.46 -1.84
C -2.90 1.00 2.91
C 7.14 1.76 3.93
H -5.09 -3.24 1.63
H -1.42 -0.55 2.64
H 7.37 4.55 1.27
H -1.56 4.30 -0.15
H 9.20 4.27 2.92
H -4.33 2.59 2.79
H 1.48 0.75 -4.29
H 7.08 0.99 4.68
H 9.03 2.47 4.63
H 1.25 -2.80 0.64
H -2.00 6.41 -1.34
H -3.09 0.76 3.95
H -3.79 3.10 0.42
H -2.82 6.36 -3.67
H -1.25 -5.04 2.57
H 1.29 -3.47 2.28
H 5.42 3.07 1.32
H 2.50 -0.25 -3.33
H -3.20 4.20 -4.80
H 1.11 -4.54 0.88
H -2.74 2.08 -3.61
```

Results of the Mulliken charge analysis, in e, for atoms 1 through 8: 0.095, -0.028, -0.347, -0.066, -0.588, -0.251, -0.293, -0.182

Entry 4:
ORCA calculation (wB97M-V/def2-TZVPD) on 2 unconnected molecules or ions with the total composition CH2N2S2 at a distorted geometry.

Calculated values
M ... 106.17 g mol⁻¹
Total charge ... 0
HOMO (alpha / beta) ... -8.982 / -8.471 eV
Frontier orbital gap (alpha / beta) ... 7.485 / 5.918 eV

```
7
CH2N2S2 | the Open Molecules 2025 dataset | wB97M-V/def2-TZVPD
S -3.69 0.30 -1.52
S 0.43 -3.31 0.06
N -0.49 2.08 -0.33
N -1.38 1.22 -0.35
C -2.27 0.74 -1.04
H 0.65 -4.49 -0.66
H 0.05 2.18 0.56
```

For reference, the Mulliken charges in units of e are: -0.282, -0.167, -0.619, 0.232, 0.417, 0.166, 0.252

Entry 5:
ORCA calculation (wB97M-V/def2-TZVPD) on 2 unconnected molecules or ions with the total composition C3H8O3S2 at a distorted geometry.

Calculated values
M ... 156.23 g mol⁻¹
Total charge ... 0
HOMO (alpha / beta) ... -5.537 / -9.776 eV
Multiplicity ... 3
Frontier orbital gap (alpha / beta) ... 5.353 / 7.896 eV

```
16
C3H8O3S2 | the Open Molecules 2025 dataset | wB97M-V/def2-TZVPD
S 0.30 1.19 -0.32
S 1.60 -0.44 -0.54
O 0.29 1.17 1.26
O 2.31 -0.36 -1.79
O 0.84 -1.59 -0.31
C 2.85 -0.26 0.77
C -2.56 -0.22 -0.23
C -3.71 -0.30 -0.97
H -1.61 -0.39 -0.70
H -2.51 0.03 0.80
H -3.41 -0.47 -2.01
H 0.93 1.86 1.64
H 2.98 0.83 0.94
H 3.82 -0.49 0.35
H 2.50 -0.66 1.81
H -4.61 0.09 -0.71
```

Results of the Mulliken charge analysis, in e, for atoms 1 through 8: 0.058, 1.106, -0.435, -0.633, -0.547, -0.904, -0.231, -0.836

Entry 6:
ORCA calculation (wB97M-V/def2-TZVPD) on a molecular structure, C72H77Cl13CuN3O14 at a distorted geometry.

Calculated values
M ... 1732.85 g mol⁻¹
Total charge ... -3
HOMO (alpha / beta) ... 1.114 / 0.974 eV
Multiplicity ... 2
Frontier orbital gap (alpha / beta) ... 1.729 / 1.869 eV

```
180
C72H77Cl13CuN3O14 | the Open Molecules 2025 dataset | wB97M-V/def2-TZVPD
Cu -3.99 -1.54 1.12
Cl 1.05 -4.86 6.97
Cl -6.56 3.10 4.32
Cl -3.58 4.97 3.77
Cl -3.36 10.97 -1.05
Cl 0.30 -3.04 -2.44
Cl -0.62 7.29 3.06
Cl 1.24 8.47 0.59
Cl 0.81 -5.92 3.78
Cl -3.89 7.78 -1.18
Cl 4.43 -2.97 -2.26
Cl -1.95 -2.58 -5.23
Cl -1.26 2.14 6.03
Cl -0.56 -0.94 5.56
O 7.45 -3.59 1.95
O 3.68 -1.81 -2.49
O -3.68 -0.90 -1.15
O -1.94 2.56 -7.02
O -0.91 -10.36 -5.90
O -5.20 2.78 -0.97
O 3.57 -4.08 -2.50
O 4.78 -3.03 -0.93
O -3.11 0.46 1.69
O -2.98 -3.75 1.25
O -2.91 -6.72 -2.24
O 3.94 0.47 2.57
O 0.08 4.67 -2.43
O 5.61 -3.06 -3.00
N 1.33 -2.53 0.68
N 2.10 3.65 3.61
N -1.24 4.01 0.26
C -0.03 -7.14 -2.41
C 6.49 1.06 1.18
C -1.25 1.84 -0.61
C -1.36 4.93 -4.23
C 0.32 2.44 1.04
C 6.74 -2.58 2.22
C 3.39 -2.01 3.89
C -0.31 1.54 4.59
C 3.04 3.36 4.10
C -1.87 5.30 0.44
C -1.98 4.25 -5.27
C 5.23 -4.01 3.56
C 1.34 -7.27 -2.57
C -3.62 6.03 -5.44
C 0.99 -8.88 -4.31
C -1.81 6.23 -3.91
C -5.04 -10.04 -5.44
C 0.64 0.18 -4.47
C -1.33 -9.51 -5.10
C -2.18 -3.06 -3.54
C -3.66 -10.33 -5.42
C -0.02 -2.32 0.62
C 0.70 2.03 -2.90
C 1.85 -3.91 0.54
C 7.14 -1.18 1.80
C -1.28 -2.35 -2.56
C -1.78 3.09 -0.58
C -2.93 6.75 -4.45
C -3.16 4.77 -5.78
C -0.57 2.12 -5.01
C 1.68 -0.15 0.53
C 6.14 -0.14 1.84
C -5.01 2.43 3.77
C 4.79 -0.39 2.47
C -5.55 -8.90 -4.88
C 8.68 0.29 0.61
C -5.06 8.89 -1.95
C 0.15 -6.26 6.42
C 0.50 9.47 1.85
C -0.45 -6.03 5.02
C -0.20 1.41 0.22
C 8.42 -0.97 1.27
C -0.87 0.10 4.18
C 7.75 1.31 0.62
C -0.43 -8.66 -4.25
C -4.33 10.19 -2.41
C 1.15 0.76 -3.26
C 4.11 -4.15 4.43
C -0.02 2.74 -3.81
C -0.34 4.18 -3.48
C -0.94 -7.70 -3.30
C -4.20 3.44 2.98
C 4.23 3.03 4.86
C 5.49 5.22 4.61
C -2.44 -7.52 -3.08
C -2.78 -9.44 -4.80
C -3.33 -8.33 -4.04
C -1.50 2.93 -5.89
C -0.56 -1.09 0.43
C -5.37 4.16 -0.79
C 5.51 -2.77 2.99
C 5.47 3.69 4.31
C 3.16 -3.19 4.55
C -0.89 8.90 2.28
C 4.58 -1.72 3.11
C 1.89 -8.09 -3.55
C -2.52 -4.90 1.84
C -4.69 -8.04 -4.17
C 0.28 0.05 0.37
C -0.19 0.79 -5.36
C 2.14 -1.47 0.60
C -0.20 3.70 1.09
H -3.30 -11.28 -5.79
H 2.88 -3.85 0.90
H -3.61 10.14 -3.23
H -5.79 -10.59 -5.98
H -3.24 -3.09 -3.30
H 7.98 2.31 0.28
H -1.61 -0.85 0.29
H -3.45 -0.46 -1.99
H 1.34 -4.45 1.33
H -1.51 -4.81 2.22
H 1.19 9.51 2.70
H -2.83 5.12 0.92
H -5.17 -7.21 -3.69
H 5.73 1.83 1.20
H -1.64 -2.36 -1.54
H 4.36 1.94 4.84
H -5.10 1.48 3.23
H -6.06 4.56 -1.54
H -4.57 6.35 -5.84
H -4.52 2.12 4.69
H 5.76 3.54 3.28
H -2.45 -5.77 1.18
H -0.26 -0.20 3.32
H -0.33 -6.40 -1.68
H 6.29 3.24 4.88
H 4.16 3.39 5.88
H -0.51 2.23 3.77
H -2.98 -5.24 2.77
H 1.13 2.26 1.72
H -0.55 -3.25 0.74
H 2.41 0.63 0.63
H 3.20 -1.66 0.53
H -4.77 3.70 2.09
H -1.83 -4.09 -3.41
H 0.22 4.50 1.68
H 0.32 10.49 1.49
H 2.97 -8.17 -3.58
H -2.05 5.69 -0.56
H -0.65 -6.49 7.13
H -5.57 8.41 -2.79
H 9.64 0.56 0.18
H 3.93 -5.10 4.90
H 1.10 -0.72 -4.85
H -5.68 4.39 0.23
H -3.73 4.30 -6.57
H 1.52 -9.66 -4.83
H -1.74 1.16 -1.29
H 2.21 -3.36 5.03
H 0.70 -7.19 6.58
H -2.61 3.43 -1.18
H 4.71 5.48 5.33
H 6.44 5.51 5.06
H 2.70 -1.18 3.87
H 1.60 -4.45 -0.37
H -1.60 8.73 1.47
H 5.32 5.87 3.75
H 0.75 1.58 4.84
H -1.56 9.46 2.94
H -0.56 0.29 -6.24
H -2.72 1.17 2.23
H 9.23 -1.68 1.27
H -1.09 -5.15 5.08
H -6.61 -8.74 -4.77
H 2.02 -6.70 -1.95
H 5.87 -4.88 3.42
H -1.28 -1.31 -2.88
H 1.23 2.47 -2.06
H -3.32 7.73 -4.21
H -5.16 10.80 -2.78
H -5.82 9.13 -1.20
H -3.29 2.94 2.68
H 1.84 0.29 -2.57
H -1.23 6.00 0.98
H -1.08 -6.88 4.75
H -1.39 6.84 -3.13
H -4.51 4.79 -1.01
H -1.94 0.07 3.95
```

Results of the Mulliken charge analysis, in e, for atoms 1 through 8: 0.314, -0.157, -0.282, -0.228, -0.217, 0.104, -0.146, -0.149